48
Properties=species:S:1:pos:R:3:forces:R:3:mulliken_charge:R:1 method="wB97M-V/def2-TZVPD" homo_ha=-0.4010 charge=+1 e_lumo_ev=-7.166 orbital_gap_ev=3.75 energy_ev=-47891.76192 fmax_ha_per_bohr=0.074 mol_weight_g_mol=593.47
C -0.1600 0.9167 2.5587 0.06 -2.01 -0.79 -0.204
C 0.4958 2.0577 2.9629 -1.23 0.39 -0.35 -0.554
H 3.7361 -1.9226 0.4437 0.44 0.34 -0.05 0.391
C -1.2920 3.2172 -5.6879 0.58 0.20 -1.41 -0.361
H 4.2952 -5.6356 2.4665 -0.33 -0.21 -0.64 0.338
F 0.5029 -1.9636 -3.1083 0.01 0.10 -1.01 -0.344
C -1.7308 2.0791 -5.0501 -1.35 -0.03 -0.05 -0.439
H 4.1907 -0.6730 2.5427 0.21 -0.01 0.36 0.460
H 0.3815 3.7900 4.1377 -0.38 0.07 0.76 0.362
B -0.2490 -3.0488 -2.7720 0.56 0.79 1.70 0.505
O 4.5247 -2.8197 6.0001 -0.11 0.77 -1.32 -0.564
O -5.9767 1.4582 -5.2141 0.99 -0.05 0.08 -0.589
H -4.1109 4.3580 -7.0736 -0.76 -0.28 0.32 0.390
C 4.4714 -3.9717 3.6049 -0.18 2.31 1.82 -0.208
Ba -2.5789 -6.6643 -2.6220 0.91 1.56 -0.14 1.960
O 5.0275 -0.8812 5.1413 -0.83 -1.65 -0.44 -0.545
C 4.1778 -4.5625 2.4330 0.54 -1.72 -0.19 -0.420
C -4.0365 2.6135 -5.7760 0.88 -1.10 1.00 -0.044
H -2.6333 0.6965 4.7927 -0.21 -0.01 -0.10 0.388
H 1.2764 2.3861 2.2928 0.27 0.41 0.44 0.381
C -1.1969 2.2289 4.6654 1.45 0.69 -2.62 0.382
H 3.8752 -4.2740 0.3373 -0.46 -0.27 0.02 0.378
C 4.4074 -2.5663 3.7159 0.13 -0.71 -2.45 0.204
O -0.9232 2.9811 6.7188 1.99 1.22 1.99 -0.500
F -1.3156 -3.4203 -3.5754 -1.30 -1.06 -2.08 -0.386
C -0.0747 2.8241 3.9786 -0.54 -1.49 0.34 -0.476
H 0.1428 0.3337 1.7015 0.68 0.34 -0.29 0.390
N -1.7180 2.8301 5.8638 -3.60 -1.30 -0.03 0.834
C 4.0371 -2.4359 1.3450 -0.99 -0.14 0.38 -0.457
C -3.5567 3.6840 -6.4372 2.15 1.41 -2.14 -0.031
O -2.9561 2.9117 6.0404 1.75 0.20 -0.91 -0.548
N 4.6413 -2.0613 5.0298 1.20 1.93 2.23 0.903
C 3.9349 -3.8247 1.3175 0.74 0.70 -1.29 -0.391
C -1.7945 1.0537 4.2137 -0.20 0.29 1.48 -0.145
H -1.7616 -0.4923 2.7039 0.11 -0.22 0.31 0.371
C -1.2539 0.3383 3.1717 -0.12 1.42 -0.25 -0.682
C -2.1561 3.9255 -6.5335 -0.56 -0.08 2.11 -0.571
H -3.2979 0.8984 -4.5130 -0.91 -0.03 -0.25 0.387
O -6.2432 3.1214 -6.5173 1.99 -0.35 0.52 -0.563
F -0.8892 -2.7691 -1.5761 -0.56 -0.01 1.70 -0.337
H -1.1097 1.3586 -4.5387 0.34 0.35 0.12 0.472
N -5.5005 2.3885 -5.8486 -2.00 -0.25 0.12 0.948
C -3.0746 1.7865 -5.0856 -1.60 -0.22 0.01 -0.303
H -1.8399 4.8020 -7.0794 0.18 -0.10 -0.07 0.345
F 0.5540 -4.1760 -2.5898 0.35 -1.35 -0.14 -0.397
H -0.2321 3.4065 -5.6035 0.09 0.48 -0.33 0.357
H 4.7396 -4.5317 4.4886 -0.13 -0.04 -0.02 0.421
C 4.2501 -1.7514 2.5333 -0.26 -1.29 1.58 -0.512


94
Properties=species:S:1:pos:R:3:forces:R:3:mulliken_charge:R:1 method="wB97M-V/def2-TZVPD" homo_ha="-0.5299 / -0.5310" charge=+3 e_lumo_ev="-10.585 / -10.066" orbital_gap_ev="3.83 / 4.38" energy_ev=-66649.33903 fmax_ha_per_bohr=0.035 mol_weight_g_mol=833.27
H 10.6279 12.6207 13.0684 0.00 0.03 -0.10 0.218
H 8.8913 10.9596 13.5408 0.00 -0.02 0.22 0.236
H 20.1820 10.0239 6.1882 0.03 -0.04 0.00 0.407
C 21.6794 9.4804 8.2192 0.56 -0.06 -0.32 -1.207
H 11.9883 14.9948 13.2048 -0.12 0.08 0.06 0.515
C 11.2491 9.6688 13.9398 -0.03 0.69 1.68 -0.396
Tl 15.8647 9.3372 11.8646 0.38 0.11 0.18 1.185
H 15.9026 11.9374 7.0810 0.08 -0.06 0.08 0.536
H 9.1546 13.3368 13.7184 -0.01 0.03 -0.09 0.489
O 14.9830 11.6500 12.7754 0.53 -0.91 0.17 -0.878
H 12.7769 8.1668 8.5046 0.02 -0.03 -0.04 0.434
H 10.8239 10.4946 15.6968 0.26 -0.09 -0.07 0.400
H 16.7658 11.0482 8.3715 0.13 -0.10 -0.07 -1.087
C 8.2605 8.3208 10.1776 -0.12 0.03 0.05 -1.682
H 14.4758 6.7370 14.2600 -0.16 -0.05 0.01 0.388
N 14.3061 8.9942 9.5886 -0.76 0.01 0.44 0.178
H 10.2747 13.3902 16.0054 0.09 0.06 0.03 0.518
H 19.8711 13.5086 7.1796 -0.01 -0.01 -0.02 0.401
H 11.4962 16.5028 11.4408 -0.11 0.06 0.03 0.371
C 15.2740 12.2654 10.0466 0.95 -0.56 -0.07 0.700
H 21.7029 8.7424 7.4162 0.00 0.04 -0.03 0.380
C 15.7522 11.2694 7.9370 0.26 -0.26 -0.46 0.852
C 9.5929 8.6370 10.7468 -0.01 -0.20 -0.63 0.049
H 14.9036 7.8970 7.9002 0.10 0.03 0.11 0.468
H 13.8823 14.4456 9.4540 0.07 0.00 -0.22 0.600
N 12.1434 12.9108 15.2690 0.03 -0.10 0.72 -0.058
H 10.8731 14.5176 14.8054 -0.04 -0.14 0.13 0.305
C 20.1237 11.1034 6.2748 0.22 -0.21 -0.49 -1.231
C 12.8849 14.8776 11.3026 -0.46 -0.28 1.12 0.264
C 17.7526 7.0800 13.4888 -0.17 0.02 0.04 -0.517
H 8.8026 11.4528 15.2360 0.04 -0.15 -0.04 0.513
C 12.6463 14.4138 12.5797 -0.21 0.76 -1.09 -0.334
C 17.0201 8.8734 14.9158 -0.27 -0.21 -0.01 -0.444
H 20.4973 8.7712 10.7122 0.02 0.00 -0.06 0.400
C 12.0237 8.7267 10.4124 -0.57 -0.13 0.01 0.725
C 19.5628 10.6640 8.6232 0.11 -0.08 -0.03 0.860
H 10.5990 8.2118 8.9156 0.08 -0.01 -0.13 0.572
H 11.8127 15.9294 9.7934 -0.10 0.05 -0.02 0.407
S 18.4044 10.9792 9.8756 0.15 0.00 0.21 -0.084
H 20.4218 7.6162 9.3715 -0.01 0.01 0.00 0.422
H 13.9794 12.1990 14.7630 -0.07 -0.03 0.12 0.678
N 14.9723 11.9434 8.8760 -1.30 0.76 0.12 -0.279
H 18.5378 6.5754 12.9472 0.09 -0.07 -0.02 0.491
H 7.4531 8.6030 10.8450 -0.08 0.01 0.03 0.400
C 14.4199 13.0248 10.9330 -0.50 0.56 0.30 -0.676
C 13.1472 12.8096 14.4210 0.51 -0.15 -0.83 -0.586
H 18.1990 12.9346 7.0856 0.00 -0.01 -0.04 0.311
H 22.3593 9.1360 9.0006 -0.10 0.09 0.01 0.421
H 19.0287 8.6394 14.2264 0.12 0.05 -0.01 0.480
H 19.4169 11.4686 5.5282 -0.01 -0.01 0.06 0.392
H 8.8854 9.1262 12.6886 -0.11 0.10 -0.01 0.828
H 15.5473 9.6802 6.5098 0.00 -0.06 0.02 0.495
H 8.1247 8.8204 9.2198 -0.03 0.06 -0.08 0.408
H 16.2473 11.9500 10.4706 -0.03 0.06 -0.06 0.331
H 22.0422 10.4346 7.8492 -0.06 0.00 0.04 0.395
C 19.1362 12.8462 7.6366 -0.21 0.62 0.12 -1.056
C 12.2559 16.1144 10.7712 0.07 0.33 -0.19 -1.804
C 10.7420 8.5030 9.9472 0.59 0.08 0.14 -0.600
C 14.3160 12.5908 12.3145 -0.68 0.81 -0.15 0.037
O 13.3566 9.1198 12.3500 -0.80 -0.13 -0.08 0.009
C 15.7248 8.3470 14.9394 0.33 -0.13 -0.13 0.963
H 14.1314 9.7316 15.1038 -0.08 0.17 0.01 -0.357
C 15.4595 7.1794 14.2196 0.16 0.20 0.10 -0.302
C 13.3007 13.2880 13.1140 0.40 -0.58 0.37 -0.134
C 13.0993 8.6100 9.4542 0.84 -0.12 -0.85 -1.023
C 14.6534 9.0146 15.7412 -0.04 0.04 -0.03 -0.986
H 15.0835 9.5490 16.5844 -0.06 0.06 0.08 0.544
H 18.9762 13.1600 8.6642 0.04 0.04 -0.06 0.421
N 10.5295 10.4308 14.7304 0.83 -1.02 -0.56 0.034
N 20.3442 9.5944 8.7806 -0.33 0.52 -0.20 0.048
C 16.4644 6.5496 13.4998 0.28 0.11 0.01 -0.761
H 12.3217 12.5716 16.2062 0.11 0.11 -0.14 0.374
H 14.0281 10.2023 7.2384 0.04 0.02 -0.09 0.347
H 16.2579 5.6293 12.9784 -0.04 -0.14 -0.09 0.456
C 20.0328 8.5624 9.7446 -0.21 -0.54 0.45 -1.130
C 15.1703 8.8145 8.4402 -0.01 -0.03 -0.60 -0.742
C 10.0199 12.7234 13.9666 0.10 -0.07 0.33 -0.088
H 16.1997 8.7267 8.7980 0.00 -0.08 -0.04 0.027
C 9.7550 9.0708 12.0498 0.90 0.21 1.30 -0.414
C 12.2402 9.0386 11.8168 0.11 0.33 0.26 -0.063
H 17.2470 9.7536 15.4964 0.02 0.15 0.07 0.407
C 10.8115 13.4566 15.0582 -0.40 0.33 -0.39 -1.181
C 11.0230 9.2954 12.6030 -1.10 -0.12 -1.25 0.012
C 15.0780 9.9858 7.4452 0.31 0.00 0.31 -0.986
H 13.0141 16.8880 10.6346 -0.06 0.07 0.00 0.362
C 9.4676 11.3476 14.3770 -0.67 0.71 -0.46 -0.872
H 13.9415 8.2823 16.1156 -0.09 -0.03 0.08 0.404
C 18.0259 8.2422 14.2008 0.00 -0.18 -0.10 -0.671
H 21.0951 11.5476 6.0568 0.02 -0.03 0.01 0.389
N 19.6420 11.4924 7.5856 0.06 -0.34 0.37 0.111
H 8.1831 7.2514 9.9791 0.00 -0.12 0.00 0.379
C 13.7482 14.1336 10.4778 0.27 -0.80 0.32 0.017
H 12.1869 9.3069 14.3576 -0.16 -0.05 0.19 0.570
H 18.9564 8.4756 9.8864 0.11 -0.07 -0.05 0.299


9
Properties=species:S:1:pos:R:3:forces:R:3:mulliken_charge:R:1 method="wB97M-V/def2-TZVPD" homo_ha=-0.4396 charge=0 e_lumo_ev=0.769 orbital_gap_ev=12.73 energy_ev=-7382.17224 fmax_ha_per_bohr=0.094 mol_weight_g_mol=73.07
H 0.7389 1.4352 1.1715 -0.63 -1.82 -0.76 0.239
C 0.1092 0.9417 0.3381 0.54 0.82 3.14 -0.171
N 3.2500 -0.8439 0.3220 2.60 -0.82 0.93 -0.334
H 0.3455 -1.1801 -0.1365 0.11 1.59 -0.93 0.205
C 0.8051 -0.1685 -0.4575 0.65 -2.61 3.99 -0.339
H -0.8805 0.6164 0.8265 1.34 0.40 -1.10 0.217
C 2.2316 -0.5034 -0.0169 -3.95 1.86 -1.87 0.110
H 0.6697 0.0002 -1.4718 0.12 0.13 -1.94 0.360
F -0.0675 2.0634 -0.4127 -0.78 0.46 -1.45 -0.289


13
Properties=species:S:1:pos:R:3:forces:R:3:mulliken_charge:R:1 method="wB97M-V/def2-TZVPD" homo_ha=-0.3212 charge=0 e_lumo_ev=-1.353 orbital_gap_ev=7.39 energy_ev=-20646.56294 fmax_ha_per_bohr=0.143 mol_weight_g_mol=131.16
C -0.9731 0.0364 0.9168 1.66 -1.17 -1.62 0.295
H 0.6132 -1.2689 0.7664 -2.71 -0.29 0.96 0.350
N -0.4383 -1.2025 1.0993 2.58 2.63 -2.49 -0.362
S -2.2174 0.6838 1.7332 -0.50 0.10 0.37 -0.319
H 0.4347 1.5460 -1.9853 0.39 0.90 -1.20 0.407
O 1.8767 -0.7361 -0.0858 -0.15 1.31 -7.23 -0.623
H -0.9051 2.0387 0.0145 1.14 -3.78 -1.81 0.160
C -0.4192 0.8402 -0.2753 -1.17 4.41 1.80 -0.116
C 0.4598 0.7508 -1.3104 -0.06 -1.87 2.32 -0.415
C 1.5542 -0.2676 -1.2798 1.20 -1.02 2.19 0.549
H 2.7947 -1.2777 -2.4423 -0.06 0.45 -0.27 0.352
H -0.8852 -1.7469 1.7535 -0.67 -1.53 1.79 0.166
O 2.2189 -0.5106 -2.6443 -1.65 -0.15 5.19 -0.446